[1]
A 3-piece molecular cluster, C2H8O2 overall. Source: the OMol25 dataset; level of theory: ωB97M-V/def2-TZVPD.

The geometry in XYZ format:
```
12
Properties=species:S:1:pos:R:3:forces:R:3
C 0.9743 -0.7635 1.9684 -0.030 -1.245 0.420
C 1.2841 -1.1743 0.7449 -0.403 1.427 -0.185
H -0.0427 -0.9068 2.3219 0.012 0.429 0.001
H 1.7257 -0.5601 2.7242 -0.017 0.260 -0.142
H 0.4721 -1.3251 0.0392 0.180 -0.549 -0.070
H 2.2826 -1.0476 0.3595 0.233 -0.370 -0.101
O 0.0447 1.6817 -0.5230 0.156 -0.273 0.100
H 0.4210 0.8816 -0.1209 -0.105 0.265 0.029
H 0.6668 2.3811 -0.2993 -0.073 0.002 -0.074
O -1.8778 -0.2124 -1.7318 0.079 -0.005 0.008
H -1.3513 0.5767 -1.5423 -0.074 0.043 -0.008
H -2.7841 0.0979 -1.8121 0.043 0.016 0.022
```
Forces are in eV/Å.

* LUMO: 0.9 eV
* SMILES: C=C.O.O
* F_max: 1.5 eV/A
* gap between HOMO and LUMO: 11.51 eV



[2]
One molecule with the formula C2H8O2Si. Source: the OMol25 dataset; level of theory: ωB97M-V/def2-TZVPD.

The geometry in XYZ format:
```
13
Properties=species:S:1:pos:R:3:forces:R:3
C -1.2442 0.5702 -1.6073 -0.012 -1.168 -1.012
C -1.0085 -0.2934 -0.3988 -0.061 -0.343 0.119
O 0.3229 0.0330 0.0243 0.977 -1.335 2.727
Si 1.3001 -0.6288 1.4020 -2.842 2.480 -1.210
O 2.1212 0.7257 1.7476 -0.560 -1.674 1.970
H -2.2062 0.4189 -2.0913 -0.265 -0.102 0.229
H -1.1585 1.5605 -1.3075 0.127 2.055 0.279
H -0.4882 0.3531 -2.3862 -0.196 0.145 0.530
H -0.9209 -1.2857 -0.8201 -0.695 -0.801 0.522
H -1.8720 -0.1903 0.3922 1.891 -0.220 -1.190
H 0.4979 -0.7089 2.6936 0.206 -0.468 -0.885
H 2.0476 -1.8558 1.1179 0.071 -0.006 -0.294
H 2.6088 1.3015 1.2337 1.358 1.436 -1.786
```
Forces are in eV/Å.

* LUMO: 0.9 eV
* SMILES: CCO[SiH2]O
* F_max: 4.0 eV/A
* gap between HOMO and LUMO: 10.96 eV



[3]
A 3-piece molecular cluster, C2H8O3 overall. Source: the OMol25 dataset; level of theory: ωB97M-V/def2-TZVPD.

The geometry in XYZ format:
```
13
Properties=species:S:1:pos:R:3:forces:R:3
C 0.9007 -0.0324 -0.2395 -0.880 1.756 0.127
C -0.2622 0.5929 -0.0477 -0.260 -1.060 1.564
O -1.2252 0.0704 0.8186 -0.081 0.269 -1.402
H 1.6410 0.7452 -0.4160 0.589 -0.959 -0.904
H 1.0473 -1.0692 0.0104 0.357 0.088 0.319
H -0.5276 1.5847 -0.3920 0.453 0.213 -0.023
H -2.0381 0.5385 0.5937 -0.180 -0.297 0.303
O -0.5797 4.7840 0.4063 -0.170 -0.644 0.421
H -0.3742 4.0820 1.0454 0.253 0.352 -0.209
H -1.5326 4.6766 0.3208 -0.082 0.270 -0.196
O 1.1665 -5.0083 -0.5027 -0.564 -0.618 -0.572
H 1.3482 -5.9585 -0.4495 0.202 0.293 0.212
H 0.4359 -5.0059 -1.1476 0.363 0.337 0.361
```
Forces are in eV/Å.

* LUMO: 0.4 eV
* SMILES: C=CO.O.O
* F_max: 2.0 eV/A
* gap between HOMO and LUMO: 9.50 eV



[4]
A 2-piece molecular cluster, C2H8O3 overall. Source: the OMol25 dataset; level of theory: ωB97M-V/def2-TZVPD.

The geometry in XYZ format:
```
13
Properties=species:S:1:pos:R:3:forces:R:3
O -1.7714 -0.9797 -0.7197 0.602 -0.580 0.078
C -0.7025 -0.6370 0.2016 0.276 0.380 -0.466
C -0.7525 0.8389 0.3689 -0.771 1.185 0.351
O -1.8925 1.1576 1.2192 0.389 0.012 -0.736
H -1.5658 -0.7021 -1.6368 0.202 -0.171 0.991
H -0.8907 -1.0602 1.2070 -0.245 -0.197 -0.801
H 0.3416 -0.8789 -0.0753 -0.644 -0.557 -0.526
H 0.2140 1.2211 0.7500 -0.795 0.065 0.361
H -0.9653 1.3552 -0.5869 0.556 -0.341 0.106
H -2.6507 0.8734 0.6671 0.471 0.197 0.626
O 3.1759 -0.5180 -0.5633 1.079 0.393 0.318
H 3.5535 -0.4089 0.3388 -0.353 -0.113 -0.985
H 3.9063 -0.2614 -1.1706 -0.766 -0.272 0.683
```
Forces are in eV/Å.

* LUMO: 0.6 eV
* SMILES: OCCO.O
* F_max: 1.5 eV/A
* gap between HOMO and LUMO: 10.58 eV



[5]
A 2-piece molecular cluster, C2H8O5Si overall. Source: the OMol25 dataset; level of theory: ωB97M-V/def2-TZVPD.

The geometry in XYZ format:
```
16
Properties=species:S:1:pos:R:3:forces:R:3
O 1.5670 1.3764 0.2701 0.835 -0.508 -1.485
C 0.2784 1.4536 0.5317 -4.324 3.738 1.325
O -0.3685 0.1975 0.7633 0.490 -0.992 0.979
Si -0.7219 -0.2205 2.3454 -0.452 -0.767 0.585
H 1.5282 1.0213 -0.6377 1.054 -0.315 -0.210
H 0.1568 2.1921 1.4853 0.066 -1.930 -2.009
H -0.4835 1.8683 -0.2888 2.210 -0.356 1.175
H 0.0322 0.7235 3.1315 0.241 0.376 0.480
H -2.1690 0.0451 2.3745 -0.099 -0.190 0.361
H -0.4053 -1.6178 2.9184 -0.165 0.844 -0.925
O 0.9444 -0.1971 -2.1821 0.384 0.313 -0.632
C 0.0985 -1.0688 -2.2170 0.206 -0.199 0.623
O -0.0376 -1.9206 -3.3113 0.072 1.173 2.226
O -0.6645 -1.3336 -1.2044 -1.399 -0.510 0.386
H 0.8618 -1.8227 -3.6305 0.254 -0.163 -1.000
H -0.6171 -0.6967 -0.3485 0.627 -0.515 -1.878
```
Forces are in eV/Å.

* LUMO: 0.7 eV
* SMILES: OCO[SiH3].O=C(O)O
* F_max: 5.9 eV/A
* gap between HOMO and LUMO: 11.59 eV



[6]
One molecule with the formula C2H8OP2. Source: the OMol25 dataset; level of theory: ωB97M-V/def2-TZVPD.

The geometry in XYZ format:
```
13
Properties=species:S:1:pos:R:3:forces:R:3
C 1.1506 -0.6751 1.3228 -0.099 -0.179 1.308
P -0.1544 0.2536 0.5716 1.612 3.465 -1.760
P -1.9508 0.4017 1.5630 -0.859 -0.395 -0.199
C -0.0176 -0.0976 -1.2733 -1.758 -1.776 0.837
O -1.0071 0.5490 -1.9693 -2.600 -2.831 0.556
H 1.9546 -0.7567 0.6301 0.436 -0.752 -0.928
H 1.6745 -0.2268 2.1806 -0.886 0.082 0.022
H 0.6032 -1.5676 1.6147 0.811 -0.659 0.079
H 0.7125 1.5394 0.3921 -1.312 -1.178 0.406
H -2.8491 0.2417 0.4102 1.037 0.169 0.481
H 0.9028 0.1523 -1.6959 2.027 0.283 -0.005
H -0.2175 -1.1752 -1.4461 0.345 0.358 0.268
H -0.8016 1.3612 -2.3004 1.245 3.413 -1.065
```
Forces are in eV/Å.

* LUMO: 0.7 eV
* SMILES: C[P@H](=P)CO
* F_max: 4.2 eV/A
* gap between HOMO and LUMO: 8.04 eV



[7]
A 2-piece molecular cluster, C2H8OS overall. Source: the OMol25 dataset; level of theory: ωB97M-V/def2-TZVPD.

The geometry in XYZ format:
```
12
Properties=species:S:1:pos:R:3:forces:R:3
C 1.0944 -0.3333 2.4994 -0.364 1.529 -0.376
O 1.8189 0.1922 1.3846 0.228 0.080 0.043
H 0.3294 -1.0401 2.2122 0.010 -0.523 -0.107
H 1.7958 -0.7429 3.2300 -0.291 0.024 0.033
H 0.5296 0.5532 2.8783 0.542 -0.788 0.335
H 1.6957 -0.3127 0.5823 -0.137 -0.335 0.051
C -1.6663 0.3617 -1.9199 -0.519 -1.244 -0.095
S -0.4065 -0.1278 -3.1195 1.585 0.567 0.584
H -2.0679 1.3583 -2.0277 0.175 0.249 -0.095
H -1.5066 0.1032 -0.8660 0.416 0.180 -0.365
H -2.4077 -0.3729 -2.2718 -0.344 0.533 0.365
H 0.7913 0.3613 -2.5819 -1.302 -0.273 -0.372
```
Forces are in eV/Å.

* LUMO: 0.6 eV
* SMILES: CO.CS
* F_max: 1.8 eV/A
* gap between HOMO and LUMO: 9.88 eV



[8]
A 2-piece molecular cluster, C2H8OS overall. Source: the OMol25 dataset; level of theory: ωB97M-V/def2-TZVPD.

The geometry in XYZ format:
```
12
Properties=species:S:1:pos:R:3:forces:R:3
C -0.8998 -0.3515 1.7844 -0.251 0.307 0.050
S 0.6766 0.5097 1.8643 -0.057 -0.141 -0.096
C 1.0369 0.6976 0.1123 0.650 0.504 0.248
H -0.7728 -1.3720 1.4462 -0.084 -0.200 0.008
H -1.6332 0.1638 1.1599 0.261 0.024 -0.197
H -1.3227 -0.3188 2.7839 0.096 -0.271 0.201
H 1.8575 1.4162 0.0951 -0.103 0.186 -0.105
H 1.4248 -0.1679 -0.4163 -0.307 -0.397 0.229
H 0.1847 1.1160 -0.4005 -0.138 0.028 -0.224
O -0.1973 -0.2701 -2.5402 -0.041 -0.255 -0.269
H -0.8330 -0.4737 -3.2356 -0.027 0.110 0.060
H 0.4784 -0.9491 -2.6536 -0.001 0.103 0.094
```
Forces are in eV/Å.

* LUMO: 0.7 eV
* SMILES: CSC.O
* F_max: 0.9 eV/A
* gap between HOMO and LUMO: 8.96 eV



[9]
A 2-piece molecular cluster, C2H8OS2 overall. Source: the OMol25 dataset; level of theory: ωB97M-V/def2-TZVPD.

The geometry in XYZ format:
```
13
Properties=species:S:1:pos:R:3:forces:R:3
C -1.5519 0.1974 0.5580 -0.127 0.871 -0.076
C -0.5108 -0.6115 -0.1985 -1.435 -1.227 0.387
S 1.1179 -0.0047 0.1519 0.391 0.246 -0.546
S 2.3075 -1.2624 -0.8620 -0.452 0.345 0.017
H -1.4566 0.2033 1.6365 0.141 -0.111 0.146
H -1.5228 1.2183 0.1932 0.155 0.398 0.199
H -2.5706 -0.0878 0.3051 0.102 -0.562 -0.024
H -0.5387 -1.6636 0.1114 0.089 0.045 -0.014
H -0.8174 -0.5949 -1.2463 0.835 0.152 -0.227
H 3.2566 -0.3181 -1.0009 0.244 -0.109 0.175
H -4.8603 3.0701 1.5357 -0.205 0.188 -0.182
H -4.4337 2.9378 0.0351 -0.320 0.236 0.145
O -4.2407 2.6575 0.9324 0.582 -0.472 0.000
```
Forces are in eV/Å.

* LUMO (spin up / spin down): -4.7 / -8.1 eV
* 2S+1: 2
* F_max: 1.9 eV/A
* gap between HOMO and LUMO (spin up / spin down): 9.44 / 6.02 eV
* net charge: +1



Short version: ΔE to the lowest compared entry with this formula, charge and spin = 57.1; 220.7; 132.8; 72.3; 423.4; 95.6; 103.8; 26.5; 18.1 kJ/mol, in the order given.